Record 1
{"formula": "C11H9F5N2SSr", "method": "wB97M-V/def2-TZVPD", "lumo_energy_ev": -9.1, "homo_ev": -14.73, "homo_lumo_gap_ha": 0.207, "charge": 2, "max_force_ev_per_a": 8.2, "symbols": ["F", "C", "F", "F", "C", "F", "F", "C", "C", "C", "C", "C", "C", "C", "N", "S", "N", "C", "C", "H", "H", "H", "H", "H", "H", "H", "H", "H", "Sr"], "coordinates": [[-1.050, 1.359, -0.819], [-1.970, 2.264, -0.402], [-1.272, 3.429, -0.271], [-2.927, 2.384, -1.266], [-2.458, 1.869, 1.019], [-2.971, 2.980, 1.590], [-3.385, 0.915, 0.975], [-1.256, 1.437, 1.842], [-0.782, -0.026, 1.613], [0.723, -0.260, 1.351], [1.076, -0.921, 0.051], [2.335, -0.586, -0.510], [2.772, -1.126, -1.669], [1.936, -2.051, -2.319], [2.191, -2.680, -3.467], [0.939, -3.597, -3.772], [0.027, -3.288, -2.495], [0.689, -2.400, -1.754], [0.252, -1.820, -0.544], [-0.462, 2.089, 1.539], [-1.482, 1.610, 2.893], [-1.064, -0.587, 2.491], [-1.370, -0.393, 0.788], [1.313, 0.662, 1.379], [1.127, -0.858, 2.166], [2.983, 0.102, 0.020], [3.730, -0.877, -2.092], [-0.695, -2.124, -0.132], [1.051, 2.495, 1.797]]}

***

Record 2
{"formula": "C18H21MnN8O10", "method": "wB97M-V/def2-TZVPD", "spin_multiplicity": 5, "lumo_energy_ev": [-7.0, -7.6], "relative_energy_kcal_mol": 53.19, "homo_ev": [-14.56, -14.58], "homo_lumo_gap_ha": [0.276, 0.257], "s_squared": 6.028, "charge": 2, "max_force_ev_per_a": 2.3, "symbols": ["Mn", "C", "O", "C", "C", "O", "C", "C", "O", "C", "H", "H", "H", "H", "H", "H", "H", "H", "H", "H", "H", "H", "H", "H", "N", "C", "N", "C", "N", "C", "C", "N", "C", "C", "N", "H", "H", "H", "H", "H", "O", "N", "O", "C", "C", "C", "C", "O", "C", "C", "N", "O", "O", "N", "O", "O", "H", "H"], "coordinates": [[1.853, 0.261, -0.012], [1.553, 1.379, -2.887], [2.347, 0.755, -1.868], [3.469, -0.027, -2.348], [4.508, 0.049, -1.248], [3.831, -0.297, -0.015], [4.494, 0.180, 1.195], [3.490, 0.011, 2.303], [2.295, 0.733, 1.877], [1.457, 1.209, 2.975], [1.091, 0.613, -3.493], [2.205, 2.042, -3.454], [0.795, 1.965, -2.389], [3.871, 0.417, -3.264], [3.114, -1.038, -2.579], [4.856, 1.080, -1.139], [5.380, -0.589, -1.372], [4.752, 1.235, 1.073], [5.438, -0.361, 1.345], [3.839, 0.454, 3.254], [3.220, -1.035, 2.444], [1.129, 0.387, 3.597], [0.605, 1.698, 2.538], [2.057, 1.906, 3.550], [-1.553, 2.883, -0.403], [-0.327, 2.406, -0.168], [0.015, 1.133, -0.121], [-1.138, 0.240, -0.313], [-2.674, 2.177, -0.549], [-0.296, -1.914, 0.267], [-0.821, -3.186, 0.445], [-0.100, -4.243, 0.223], [1.132, -4.096, -0.235], [1.647, -2.830, -0.453], [0.946, -1.728, -0.158], [-1.653, 3.892, -0.489], [0.469, 3.141, -0.006], [-1.822, -3.325, 0.826], [1.716, -4.983, -0.444], [2.657, -2.747, -0.812], [-7.168, -0.384, 1.254], [-6.734, -0.403, 0.121], [-7.347, -0.678, -0.895], [-5.314, -0.092, 0.000], [-4.581, 0.246, 1.200], [-3.300, 0.663, 1.175], [-2.588, 0.790, -0.174], [-1.065, -0.839, 0.592], [-3.292, -0.019, -1.194], [-4.687, -0.310, -1.186], [-2.442, -0.555, -2.060], [-2.547, -1.200, -3.060], [-1.065, -0.223, -1.647], [-2.662, 1.096, 2.399], [-1.546, 1.555, 2.261], [-3.205, 0.974, 3.459], [-5.120, 0.204, 2.140], [-5.183, -0.671, -2.076]]}

***

Record 3
{"formula": "C6H10S2", "method": "wB97M-V/def2-TZVPD", "lumo_energy_ev": 0.7, "smiles": "CC1=CC[C@@H](S)[C@@H]1S", "relative_energy_kcal_mol": 47.23, "homo_ev": -9.00, "homo_lumo_gap_ha": 0.356, "charge": 0, "max_force_ev_per_a": 6.4, "symbols": ["C", "C", "C", "C", "C", "C", "S", "S", "H", "H", "H", "H", "H", "H", "H", "H", "H", "H"], "coordinates": [[0.088, -0.913, -1.035], [0.796, -0.631, 0.064], [-0.846, 0.129, -1.487], [0.019, 0.910, 0.617], [-1.213, 0.821, -0.148], [1.710, -1.191, 0.951], [1.218, 2.196, 0.129], [-2.537, -0.158, 0.698], [0.268, -1.782, -1.501], [-0.314, 0.995, -2.064], [-1.748, -0.352, -1.926], [-0.055, 0.695, 1.729], [-1.585, 1.880, -0.415], [1.697, -2.411, 0.967], [1.451, -0.942, 2.014], [2.773, -1.007, 0.896], [0.262, 3.132, 0.108], [-1.984, -1.370, 0.404]]}

***

Record 4
{"formula": "C13H27NO6PS2Si", "method": "wB97M-V/def2-TZVPD", "lumo_energy_ev": 2.7, "homo_ev": -4.60, "homo_lumo_gap_ha": 0.269, "charge": -1, "max_force_ev_per_a": 7.3, "symbols": ["C", "P", "C", "Si", "C", "C", "N", "C", "O", "O", "H", "H", "H", "H", "H", "H", "H", "H", "H", "H", "H", "C", "C", "C", "S", "O", "O", "C", "H", "H", "H", "H", "H", "H", "H", "H", "C", "C", "C", "S", "O", "O", "C", "H", "H", "H", "H", "H", "H", "H", "H"], "coordinates": [[3.568, 2.263, 3.100], [2.774, 1.936, 1.387], [3.995, 2.295, -0.051], [2.001, -0.112, 1.190], [2.497, -1.098, 2.765], [4.085, -1.610, 2.636], [4.557, -2.015, 1.393], [0.108, -0.004, 0.855], [-0.366, -0.318, -0.374], [-0.762, 0.465, 1.959], [4.442, 3.046, 2.997], [2.684, 2.652, 3.800], [3.925, 1.246, 3.604], [3.967, 3.448, -0.304], [5.058, 1.912, 0.255], [3.604, 1.666, -0.985], [2.627, -0.767, 0.049], [1.774, -2.022, 2.970], [2.480, -0.426, 3.747], [4.805, -1.660, 3.572], [5.562, -2.291, 1.478], [-3.583, -2.340, 0.348], [-4.009, -3.784, 0.086], [-2.846, -4.687, 0.493], [-1.957, -3.810, 1.771], [-0.640, -3.477, 1.270], [-2.157, -4.483, 3.039], [-2.962, -2.339, 1.737], [-4.428, -1.649, 0.285], [-2.838, -2.034, -0.397], [-4.891, -4.020, 0.694], [-4.283, -3.941, -0.963], [-3.199, -5.643, 0.887], [-2.161, -4.857, -0.341], [-2.345, -1.460, 1.931], [-3.729, -2.440, 2.511], [-1.284, 2.037, -4.314], [-1.603, 1.685, -2.862], [-0.838, 2.664, -1.973], [-0.642, 4.160, -2.931], [0.767, 4.353, -3.202], [-1.472, 5.203, -2.362], [-1.424, 3.549, -4.412], [-1.953, 1.526, -5.012], [-0.255, 1.739, -4.549], [-2.680, 1.794, -2.688], [-1.336, 0.649, -2.629], [-1.388, 2.890, -1.056], [0.159, 2.287, -1.727], [-0.935, 3.970, -5.293], [-2.475, 3.850, -4.384]]}

***

Record 5
{"formula": "C14H22ClN2O2", "method": "wB97M-V/def2-TZVPD", "lumo_energy_ev": -2.4, "smiles": "OCCN1CC[NH+](CCOc2cccc(Cl)c2)CC1", "relative_energy_kcal_mol": 297.67, "homo_ev": -11.89, "homo_lumo_gap_ha": 0.350, "charge": 1, "max_force_ev_per_a": 16.3, "symbols": ["O", "H", "C", "C", "N", "C", "H", "H", "C", "N", "H", "C", "H", "H", "C", "H", "H", "C", "H", "H", "C", "O", "C", "C", "C", "C", "C", "C", "H", "H", "H", "Cl", "H", "H", "H", "H", "H", "H", "H", "H", "H"], "coordinates": [[2.539, 1.417, -3.930], [1.873, 1.803, -4.602], [2.498, -0.064, -4.029], [1.276, -0.773, -3.734], [1.132, -0.901, -2.449], [0.402, -1.858, -1.891], [0.628, -2.706, -2.453], [-0.770, -1.693, -1.986], [0.604, -2.291, -0.394], [0.455, -0.900, 0.427], [-0.376, -0.751, 0.394], [1.439, -0.091, -0.155], [1.162, 1.085, 0.300], [2.480, -0.323, 0.093], [1.031, 0.233, -1.650], [1.944, 1.103, -2.014], [0.071, 0.855, -1.759], [0.665, -1.069, 1.868], [1.215, -2.008, 2.248], [1.058, -0.186, 2.403], [-0.856, -1.538, 2.347], [-1.536, -0.650, 1.823], [-1.942, 0.582, 2.398], [-2.795, 1.394, 1.660], [-3.450, 2.367, 2.043], [-2.760, 3.204, 3.203], [-1.805, 2.602, 3.708], [-1.400, 1.068, 3.532], [-0.524, 0.713, 3.947], [-1.255, 2.974, 4.714], [-2.995, 4.080, 3.520], [-4.583, 3.448, 1.065], [-3.452, 0.900, 0.808], [-0.894, -1.332, 3.398], [-1.101, -2.449, 2.063], [-0.011, -3.052, 0.223], [1.517, -2.649, -0.270], [0.641, -0.149, -4.010], [1.405, -1.832, -4.151], [3.617, -0.460, -3.536], [2.854, -0.103, -5.169]]}

***

Record 6
{"formula": "C35H58OP2Tl", "method": "wB97M-V/def2-TZVPD", "lumo_energy_ev": [-3.9, -3.9], "relative_energy_kcal_mol": 30.59, "homo_ev": [-8.54, -8.45], "homo_lumo_gap_ha": [0.169, 0.166], "charge": 1, "max_force_ev_per_a": 2.9, "symbols": ["Tl", "C", "C", "C", "C", "C", "C", "H", "H", "H", "C", "H", "H", "H", "C", "H", "H", "H", "C", "H", "H", "H", "C", "H", "H", "H", "C", "C", "C", "C", "C", "C", "C", "C", "H", "H", "H", "H", "H", "H", "H", "H", "H", "H", "H", "H", "P", "C", "C", "P", "C", "C", "C", "H", "H", "H", "H", "H", "H", "H", "H", "H", "H", "H", "H", "H", "H", "C", "C", "C", "C", "C", "C", "C", "C", "C", "C", "C", "C", "O", "H", "H", "H", "H", "H", "H", "H", "H", "H", "H", "H", "H", "H", "H", "H", "H", "H"], "coordinates": [[-0.375, 2.328, -2.405], [-0.524, -3.436, 1.819], [0.780, -3.765, 1.371], [0.951, -2.065, 2.952], [-0.421, -2.391, 2.793], [1.688, -2.926, 2.069], [-1.799, -4.071, 1.403], [-1.693, -4.504, 0.392], [-2.631, -3.326, 1.407], [-2.090, -4.899, 2.094], [-1.547, -1.748, 3.540], [-2.504, -2.235, 3.290], [-1.603, -0.672, 3.278], [-1.398, -1.824, 4.641], [1.502, -1.032, 3.875], [1.199, -1.240, 4.929], [1.110, -0.035, 3.575], [2.610, -1.036, 3.820], [3.167, -2.940, 1.965], [3.628, -3.605, 2.722], [3.583, -1.926, 2.122], [3.474, -3.317, 0.977], [1.139, -4.827, 0.403], [1.361, -5.775, 0.925], [2.039, -4.514, -0.147], [0.290, -4.994, -0.275], [-1.056, 0.667, -4.788], [-1.482, -0.577, -5.064], [-0.854, -1.545, -6.040], [0.585, -1.247, -6.405], [1.445, -0.880, -5.266], [1.838, 0.384, -5.014], [1.183, 1.623, -5.502], [-0.336, 1.435, -5.793], [-1.393, -1.575, -7.007], [0.667, -0.611, -7.285], [-0.931, -2.583, -5.626], [-0.459, 1.050, -6.774], [-1.430, 1.262, -3.943], [-2.383, -1.037, -4.666], [-0.720, 2.434, -5.818], [1.372, 2.449, -4.757], [2.801, 0.551, -4.497], [1.645, 1.923, -6.474], [0.983, -2.202, -6.767], [1.986, -1.729, -4.831], [-1.020, -1.634, -1.880], [-2.428, -0.480, -2.159], [-1.257, -3.120, -2.978], [2.041, -0.584, -1.917], [0.416, -0.845, -2.755], [3.133, -1.785, -2.866], [2.613, 1.204, -2.277], [-2.500, 0.135, -1.249], [-3.334, -1.104, -2.147], [-2.607, 0.231, -2.979], [-1.049, -3.072, -4.058], [-2.298, -3.469, -2.859], [-0.586, -3.895, -2.569], [2.320, 1.827, -3.153], [3.721, 1.179, -2.283], [2.292, 1.808, -1.404], [0.250, 0.145, -3.163], [0.326, -1.408, -3.685], [3.839, -2.105, -2.072], [3.694, -1.382, -3.734], [2.512, -2.640, -3.170], [1.003, 3.868, 1.137], [-0.409, 4.459, 1.403], [-1.584, 3.973, 0.581], [-0.778, 4.186, 2.850], [-1.452, 5.143, 3.556], [-1.879, 4.946, 4.860], [-1.676, 3.715, 5.505], [-1.077, 2.670, 4.822], [-0.874, 1.299, 5.505], [0.294, 1.402, 6.536], [-2.135, 0.832, 6.256], [-0.673, 2.843, 3.398], [-0.338, 1.829, 2.723], [1.095, 2.817, 1.463], [1.765, 4.428, 1.697], [1.313, 3.963, 0.098], [-0.271, 5.543, 1.305], [-1.226, 3.900, -0.420], [-2.361, 4.721, 0.452], [-2.036, 3.043, 0.995], [-1.650, 6.084, 3.058], [-2.357, 5.744, 5.411], [-1.978, 3.559, 6.554], [-0.582, 0.547, 4.731], [0.039, 2.122, 7.346], [0.495, 0.412, 6.986], [1.204, 1.780, 6.043], [-2.983, 0.805, 5.556], [-1.961, -0.177, 6.667], [-2.405, 1.523, 7.069]]}

***

Record 7
{"formula": "C9H11N2", "method": "wB97M-V/def2-TZVPD", "lumo_energy_ev": [-5.3, -5.1], "relative_energy_kcal_mol": 247.33, "homo_ev": [-12.60, -13.68], "homo_lumo_gap_ha": [0.270, 0.315], "charge": 1, "max_force_ev_per_a": 6.3, "symbols": ["C", "C", "C", "C", "C", "C", "C", "C", "C", "N", "N", "H", "H", "H", "H", "H", "H", "H", "H", "H", "H", "H"], "coordinates": [[-0.465, 1.052, -1.690], [-0.842, 2.275, -1.502], [-2.525, 2.433, -0.339], [-2.556, 0.920, -0.281], [2.042, -0.406, -0.285], [1.739, -1.849, 0.223], [1.165, 0.453, 0.740], [0.241, -1.749, 0.461], [-1.213, 0.378, -0.779], [-1.682, 3.106, -0.953], [-0.067, -0.364, 0.666], [-2.882, 0.547, 0.763], [-3.364, 0.836, -0.997], [3.095, -0.057, -0.158], [1.554, -0.334, -1.369], [2.032, -2.651, -0.423], [2.247, -1.891, 1.234], [1.608, 0.458, 1.728], [1.012, 1.384, 0.490], [-0.165, -2.134, -0.377], [-0.210, -2.224, 1.352], [-0.764, -0.182, 1.495]]}

***

Record 8
{"formula": "C2H5O", "method": "wB97M-V/def2-TZVPD", "spin_multiplicity": 2, "lumo_energy_ev": [-0.2, -1.8], "relative_energy_kcal_mol": 81.36, "homo_ev": [-10.29, -10.29], "homo_lumo_gap_ha": [0.372, 0.311], "s_squared": 0.754, "charge": 0, "max_force_ev_per_a": 6.3, "symbols": ["C", "C", "O", "H", "H", "H", "H", "H"], "coordinates": [[-2.139, 1.019, 0.000], [1.810, -0.963, 0.000], [2.929, -0.467, 0.000], [-1.987, -0.073, 0.000], [-1.337, 1.104, 0.766], [-1.337, 1.104, -0.766], [1.030, -0.861, 0.820], [1.030, -0.861, -0.820]]}